1.
Here is a cluster of 10 separate species, C38H101N5O15 in total in a non-equilibrium geometry from the OMol25 dataset. Energies are from ωB97M-V with the def2-TZVPD basis set.

Computed properties:
- SMILES: COCCNCCOC.COCCNCCOC.COCCNCCOC.COCCNCCOC.COCCNCCOC.CCO.CCO.CCO.CO.CO
- LUMO energy: 0.50 eV
- Kohn-Sham gap: 8.856 eV
- Relative energy (zero: lowest compared OMol25 entry of this formula, charge and spin): 5.6 kJ/mol

Structure (XYZ):
```
159
Properties=species:S:1:pos:R:3:forces:R:3
C -2.05723 0.18780 -5.08054 0.75 1.20 1.82
O -0.67539 0.56016 -4.83683 -0.42 0.74 -0.79
H -2.24212 -0.50915 -4.27512 -0.90 -0.05 0.12
H -2.73276 1.10926 -4.97999 1.19 -1.31 -0.25
H -2.20176 -0.32384 -6.00277 -0.11 -0.16 -0.98
H -0.11382 -0.22835 -4.89401 -0.65 -0.16 0.12
C -5.24935 -2.04698 -3.07366 -1.16 0.79 -1.36
O -6.11004 -2.61740 -2.14076 -0.18 -0.13 0.43
H -5.60206 -2.17893 -4.11923 0.41 -0.66 0.30
H -5.31285 -0.98497 -3.00227 -0.05 1.04 0.53
H -4.22325 -2.27956 -2.94694 0.97 -0.67 0.11
H -5.77773 -3.49642 -1.95197 -0.01 -0.50 -0.03
C 2.20049 -2.29608 -0.19110 -1.91 1.08 -0.53
C 1.21856 -2.68587 0.93616 2.74 2.46 -0.52
O 1.52882 -3.89806 1.50690 0.12 -0.86 0.91
H 3.18717 -2.28768 0.17213 1.42 -0.20 0.46
H 1.94275 -1.24231 -0.41902 0.23 -0.32 -0.11
H 2.13997 -2.83222 -1.13269 0.03 -0.44 0.02
H 0.23535 -2.63598 0.57147 -1.45 -0.41 -0.25
H 1.35843 -1.74985 1.56800 -0.51 -1.24 0.35
H 2.45144 -3.88706 1.85149 -0.62 0.08 -0.23
C 2.09009 5.07084 -5.10625 -1.94 0.70 0.40
C 2.42711 4.09305 -4.02766 -0.50 0.38 0.63
O 3.75892 3.68491 -4.22982 0.21 -0.41 -0.21
H 1.88714 4.49798 -5.99331 0.44 0.09 -0.78
H 2.80449 5.87325 -5.21885 0.42 -0.11 -0.21
H 1.11533 5.56737 -4.89386 0.47 -0.30 0.05
H 1.73667 3.24755 -4.10726 0.06 -0.14 0.12
H 2.30334 4.51477 -3.00457 0.06 -0.08 -0.56
H 4.15481 3.71192 -3.37215 0.75 -0.19 0.57
C -1.43778 -0.33142 -1.03887 0.80 1.16 0.53
C -0.27898 0.46469 -1.57187 0.04 0.00 0.49
O 0.54446 0.91460 -0.44609 0.20 1.35 -1.61
H -1.83903 -1.01684 -1.73914 -0.62 -0.51 -0.84
H -2.13352 0.40476 -0.68535 -0.82 -0.10 0.13
H -1.06206 -0.88353 -0.21118 0.16 -0.70 0.88
H -0.68299 1.34860 -2.08816 0.52 -0.41 -0.27
H 0.32752 -0.20059 -2.17722 0.29 0.31 -0.59
H 1.03779 1.67744 -0.86728 -0.69 -1.31 1.15
C 4.86187 -4.86335 3.06900 1.61 -0.61 1.57
O 4.05818 -3.81039 2.76038 -0.96 2.69 0.38
C 4.65009 -2.55260 3.22016 1.95 -0.78 -1.58
C 3.74409 -1.36465 3.24840 -0.37 0.67 0.50
N 2.62789 -1.63839 4.15817 -0.60 -0.22 -0.21
C 1.80122 -0.49097 4.56098 0.92 0.05 0.27
C 0.71751 -0.86621 5.55884 1.66 -1.41 -0.40
O 0.02913 -1.93034 5.01450 -0.92 -1.09 -0.60
C -0.74048 -2.64793 5.93393 -0.41 0.31 1.30
H 4.57379 -5.71447 2.51876 -0.40 -0.98 -0.79
H 4.83557 -5.13301 4.13970 -0.23 0.14 -0.11
H 5.91869 -4.64399 2.87802 0.06 -0.01 -0.33
H 5.56154 -2.43535 2.50810 -1.34 0.33 1.12
H 5.05310 -2.61137 4.23464 -0.12 -0.71 0.03
H 3.49324 -0.96949 2.26861 -0.57 -0.31 -0.59
H 4.35731 -0.52817 3.63730 -0.18 -0.43 0.29
H 2.00808 -2.35697 3.74966 0.47 0.48 0.33
H 1.43746 0.07429 3.69206 -0.36 -0.05 0.11
H 2.41029 0.18101 5.16221 0.49 0.35 -0.28
H 0.09030 -0.03534 5.70412 -0.94 1.33 0.53
H 1.16321 -1.23583 6.51375 -0.01 0.66 -0.41
H -1.75603 -2.21937 6.10915 0.60 -0.14 -0.27
H -0.23478 -2.71149 6.92370 -0.13 0.25 -0.39
H -0.83233 -3.66868 5.62511 -0.23 -0.50 -0.60
C 2.79871 -0.42493 -4.14051 0.78 0.44 -1.41
O 2.35366 -1.74552 -4.15607 -0.30 -0.36 1.75
C 1.82613 -2.24856 -5.32096 -0.99 1.10 -1.75
C 0.67368 -3.19901 -5.00254 0.26 0.62 2.93
N -0.43848 -2.48586 -4.26548 -0.23 -0.57 -2.80
C -1.78062 -3.11883 -4.34493 0.74 -0.57 0.99
C -1.93013 -4.35146 -3.41513 0.57 -2.08 0.00
O -1.73813 -4.17556 -1.99228 -1.09 0.77 -1.32
C -0.46729 -4.35324 -1.47235 0.71 0.71 0.28
H 3.75150 -0.38269 -4.70690 -0.29 0.34 0.16
H 3.01176 -0.12346 -3.12842 -0.12 -0.04 0.43
H 2.08891 0.28972 -4.61070 0.19 -0.39 0.27
H 2.61852 -2.66693 -5.97295 -0.33 -0.33 0.31
H 1.39236 -1.39803 -5.94161 0.29 -0.72 0.53
H 1.02821 -4.02057 -4.34738 0.16 0.18 -0.46
H 0.30070 -3.62011 -5.87917 -0.76 -0.64 -1.56
H -0.21358 -2.37322 -3.31434 0.51 0.17 1.24
H -2.11294 -3.35165 -5.37753 0.60 -0.09 0.46
H -2.49036 -2.38440 -4.00370 -0.27 0.27 0.21
H -1.23883 -5.20646 -3.66627 -0.17 0.97 -0.33
H -2.90630 -4.86109 -3.52691 0.05 0.79 0.13
H -0.56230 -4.80484 -0.51151 -0.25 0.31 1.25
H 0.15165 -3.43841 -1.43870 -0.46 -0.21 0.13
H 0.14195 -5.09239 -1.92352 0.48 -0.91 -1.49
C -5.49371 -6.58163 -2.59450 -1.02 2.17 0.65
O -5.00124 -5.47988 -1.84620 0.41 0.26 0.00
C -5.23328 -5.61028 -0.45177 -0.21 -0.51 -0.84
C -4.44987 -4.57080 0.27524 2.26 0.49 1.28
N -4.45290 -4.88934 1.75251 1.01 -0.97 -2.41
C -3.08487 -5.16149 2.20190 -0.78 0.83 2.18
C -2.16900 -3.94060 2.23619 -1.08 1.16 0.27
O -2.80475 -2.84885 2.98207 0.11 -1.59 -0.46
C -2.30776 -1.59719 2.57107 -0.52 -0.50 -0.01
H -6.58231 -6.54925 -2.46407 -0.05 -0.39 -0.61
H -5.13203 -7.50984 -2.26334 0.73 -1.34 0.64
H -5.15331 -6.37114 -3.58131 -0.20 -0.18 -0.98
H -4.91042 -6.61223 -0.18633 0.26 -0.19 0.54
H -6.30981 -5.58454 -0.25554 -0.12 0.27 0.17
H -4.73567 -3.52573 0.08527 -0.41 -0.37 -0.05
H -3.34178 -4.59046 -0.07269 -1.89 -0.19 0.22
H -4.87681 -4.17752 2.28752 -0.23 0.95 0.57
H -2.64191 -5.96690 1.64380 0.15 -0.31 -0.39
H -3.20024 -5.50560 3.24807 0.26 -0.06 -0.36
H -1.94488 -3.61789 1.22977 -0.19 0.39 -0.62
H -1.20883 -4.08210 2.67771 0.81 -0.68 0.54
H -2.68612 -1.40626 1.57302 -0.05 0.39 -0.42
H -1.22810 -1.62842 2.53648 0.47 0.40 0.21
H -2.70514 -0.86215 3.26691 0.29 0.18 -0.03
C -3.20675 3.75472 -1.93892 -0.03 0.24 0.02
O -2.80963 2.90523 -0.88802 -0.15 -0.51 1.14
C -3.65230 2.95461 0.32612 0.73 1.11 -1.11
C -3.22491 1.93159 1.34946 -0.54 -1.17 -0.32
N -1.94884 2.07282 1.97090 1.78 -0.09 0.61
C -1.37434 3.32930 2.40679 0.52 0.31 -0.43
C -1.86390 3.79620 3.73124 -1.02 1.34 0.73
O -3.24129 4.08842 3.48494 -0.25 1.08 1.38
C -3.68315 5.12656 4.37128 -0.59 -0.17 -0.77
H -4.28224 3.92828 -1.91547 -0.19 0.28 0.18
H -3.04542 3.26204 -2.90972 0.41 0.07 0.35
H -2.65998 4.72487 -1.89904 -0.39 -0.50 -0.10
H -4.67524 2.76261 -0.03257 0.08 0.22 0.47
H -3.53636 3.97124 0.80779 -0.47 -0.84 -0.64
H -3.20430 0.89094 0.94263 -0.19 0.87 -0.07
H -3.98426 1.86161 2.12163 -0.37 0.41 0.11
H -1.24848 1.70489 1.36628 0.39 -0.73 -0.57
H -1.43690 4.10338 1.60845 -0.53 0.15 0.67
H -0.29664 3.28551 2.52636 0.43 -0.93 -0.15
H -1.37882 4.77369 4.02014 -0.03 -0.89 -0.31
H -1.78792 3.11434 4.63527 0.21 0.29 -1.29
H -4.71696 5.33598 4.11074 -0.13 0.01 -0.08
H -3.12183 6.06839 4.23647 0.08 -0.42 0.04
H -3.68838 4.83420 5.42070 0.33 -0.18 0.13
C 2.65618 2.85094 0.70197 -1.39 0.40 -0.33
O 2.91267 4.17451 1.06064 0.44 0.64 -0.56
C 2.14399 5.10749 0.32222 -0.71 0.93 1.86
C 2.30396 6.43156 1.06465 -1.07 -0.30 1.96
N 3.62546 6.94263 1.12241 0.30 1.33 -0.45
C 4.63810 6.26005 1.90276 -0.02 -0.80 -0.46
C 5.88732 7.08440 2.03030 -0.47 -0.12 -1.37
O 6.44715 7.18844 0.73301 0.21 0.53 -0.78
C 7.79477 7.66019 0.77187 -0.61 -1.26 -0.94
H 2.52010 2.81438 -0.39252 0.00 -0.28 0.16
H 1.70172 2.55250 1.21333 0.89 -0.39 -0.52
H 3.51861 2.26076 0.94344 0.18 -0.51 0.41
H 1.08811 4.81548 0.37202 -0.09 -0.08 -0.36
H 2.44907 5.32563 -0.68125 0.48 -0.72 -1.00
H 1.98101 6.24291 2.12632 0.19 0.03 -0.74
H 1.61655 7.23217 0.74066 0.20 -0.47 -0.41
H 3.89573 7.28808 0.20192 0.56 -0.30 0.53
H 4.89973 5.30718 1.41882 0.14 0.04 0.44
H 4.23430 6.04665 2.90416 0.00 0.04 -0.28
H 6.64253 6.62028 2.62069 0.34 -0.46 1.14
H 5.59563 8.05178 2.38932 0.16 0.83 0.48
H 8.35429 6.85236 1.27137 0.39 0.78 0.28
H 7.82253 8.64583 1.20786 0.40 0.25 0.55
H 8.18835 7.72719 -0.26104 -0.43 -0.04 0.45
```
Forces are in eV/Å.


2.
Here is a cluster of 11 separate species, C38H106N8O11 in total in a non-equilibrium geometry from the OMol25 dataset. Energies are from ωB97M-V with the def2-TZVPD basis set.

Computed properties:
- SMILES: COC[C@H](C)N.COC[C@H](C)N.COC[C@H](C)N.COC[C@H](C)N.COC[C@H](C)N.COC[C@H](C)N.COC[C@H](C)N.COC[C@H](C)N.CCO.CCO.CCO
- LUMO energy: 0.59 eV
- Kohn-Sham gap: 9.151 eV
- Relative energy (zero: lowest compared OMol25 entry of this formula, charge and spin): 146.5 kJ/mol

Structure (XYZ):
```
163
Properties=species:S:1:pos:R:3:forces:R:3
C 0.42207 6.08915 -0.90690 0.52 -0.01 0.71
C -0.13024 7.32085 -0.17665 0.68 0.04 -0.55
C -1.36940 6.99434 0.61531 -1.68 -0.57 0.55
O -1.04442 6.18588 1.75698 2.25 1.33 -1.30
C -2.13298 6.04968 2.54759 -0.49 -2.20 1.35
N 0.89413 8.01071 0.58733 0.22 0.16 0.14
H 0.66692 5.30327 -0.17074 -0.21 0.10 -0.35
H 1.33246 6.27178 -1.50024 -0.36 0.29 0.33
H -0.35269 5.76029 -1.58034 -0.24 -0.50 -0.22
H -0.37100 8.02962 -0.94384 -0.70 0.37 -0.57
H -2.14816 6.35908 0.06580 0.89 1.07 0.07
H -1.88835 7.94474 0.96642 0.57 -0.92 -0.35
H -2.48589 6.95362 2.98944 -0.52 0.95 0.09
H -1.89896 5.35789 3.38007 0.11 0.35 -0.29
H -2.85416 5.52018 1.94714 -1.26 0.05 0.01
H 0.57086 8.89110 0.98799 -0.10 -0.26 -0.26
H 1.13939 7.43090 1.36256 0.35 -0.35 0.65
C 3.46190 -2.93902 -3.09379 0.16 -0.48 0.07
C 3.91851 -1.60883 -2.50250 -0.65 1.14 -1.28
C 5.30073 -1.26566 -3.01047 0.34 -0.48 0.13
O 5.75803 -0.05399 -2.48064 0.06 0.42 0.26
C 7.06328 0.23799 -2.92997 0.31 -1.13 -0.04
N 2.98629 -0.55394 -2.93082 -0.87 -0.23 0.38
H 3.30225 -2.91526 -4.18435 0.42 0.23 0.25
H 2.49755 -3.17532 -2.69181 -0.73 -0.14 0.39
H 4.10489 -3.80702 -2.84740 -0.06 0.63 -0.14
H 3.85842 -1.59337 -1.40307 0.47 -0.31 -0.25
H 5.37416 -1.20547 -4.12222 -0.38 -0.32 0.48
H 5.94196 -2.05490 -2.64093 0.69 -0.51 -0.14
H 7.07971 0.26539 -4.04056 0.10 0.30 0.47
H 7.80228 -0.57916 -2.62667 -0.80 0.98 -0.16
H 7.32072 1.18688 -2.47109 0.30 0.07 -0.21
H 2.55068 -0.66520 -3.84666 0.54 0.24 0.38
H 3.28191 0.38661 -2.68204 -0.06 -0.42 -0.45
C -1.86281 0.03955 -5.26564 0.34 -1.27 1.23
C -2.27228 0.63586 -3.94525 -0.83 -0.56 1.02
C -1.51950 1.89420 -3.72015 0.60 0.16 -0.58
O -0.16679 1.58572 -3.85053 0.27 -0.97 -0.58
C 0.72975 2.58661 -3.57410 0.68 0.17 1.50
N -3.65131 1.08821 -3.86636 -1.28 -0.51 -0.15
H -0.77018 -0.05878 -5.23443 -0.36 -0.21 -0.35
H -2.16245 0.71042 -6.00205 -0.36 1.17 -1.63
H -2.33876 -0.92615 -5.45145 0.11 0.02 0.06
H -2.05886 -0.08793 -3.14355 0.06 0.09 -0.08
H -1.77962 2.36061 -2.77271 0.11 0.17 0.27
H -1.79728 2.52314 -4.55368 -0.27 0.83 -0.16
H 0.67052 2.72672 -2.48153 0.37 0.56 -0.12
H 0.54990 3.54343 -4.06395 -0.16 0.03 -0.31
H 1.72932 2.20337 -3.80826 -0.14 0.25 -0.06
H -4.30755 0.31597 -3.69796 0.45 0.33 -0.26
H -3.76766 1.70459 -3.05940 0.10 -0.32 -0.12
C -3.62462 -1.98992 1.82626 -0.44 0.85 0.56
C -4.18841 -0.93788 0.83530 0.21 -0.36 0.82
C -5.71898 -0.99687 0.86650 1.29 -1.20 0.20
O -6.09773 -0.57286 2.14376 -1.07 0.00 0.28
C -7.50855 -0.72484 2.22584 0.32 1.09 0.70
N -3.81328 0.44717 1.17320 -0.26 -0.01 2.19
H -3.93720 -1.74350 2.85754 0.19 0.21 -0.39
H -2.54889 -2.08924 1.81748 0.37 0.21 -0.19
H -4.03942 -2.96477 1.67685 -0.28 -0.73 -0.51
H -3.75811 -1.09035 -0.14582 -0.34 -0.46 -0.47
H -6.13304 -2.01826 0.73878 0.48 0.24 -0.37
H -6.11414 -0.35504 0.11590 -0.54 0.70 -0.78
H -7.82204 -1.76337 2.27889 0.03 -0.21 0.23
H -7.96685 -0.26854 1.36809 -0.33 0.12 -0.75
H -7.85239 -0.10915 3.05976 0.02 -0.52 0.26
H -4.20630 0.58955 2.16645 0.83 0.09 -1.99
H -2.78624 0.50333 1.26664 -0.54 0.09 0.06
C -1.24486 -0.03068 4.35577 -0.26 0.06 0.86
C -0.90639 -1.29268 5.17792 -0.18 0.77 0.57
C -1.17159 -2.56885 4.43742 -0.39 -0.56 -0.71
O -0.74501 -3.67056 5.20949 0.31 -0.07 0.65
C -0.88613 -4.91004 4.57527 -0.99 -0.45 -0.37
N 0.57689 -1.25316 5.37333 -0.59 -0.29 1.16
H -2.31418 0.16886 4.24771 -0.06 -0.16 0.25
H -0.84998 -0.04031 3.35741 0.43 -0.13 -0.36
H -0.79096 0.81969 4.89326 -0.24 -0.17 -0.29
H -1.53802 -1.24397 6.13572 1.05 -0.27 -0.99
H -0.52032 -2.50248 3.54742 -0.41 -0.20 -0.20
H -2.23666 -2.74191 4.15287 0.60 0.44 0.06
H -0.44857 -4.90787 3.57282 0.38 0.07 -0.06
H -1.97162 -5.14229 4.36833 0.80 0.04 0.51
H -0.41544 -5.69987 5.19670 -0.40 0.57 -0.34
H 0.73860 -0.64691 6.18151 0.20 0.01 -0.37
H 0.88693 -2.17853 5.70532 -0.27 0.45 -0.27
C 3.28593 2.24480 -0.85648 -0.62 -0.72 0.67
C 4.00305 2.97258 0.30621 -0.30 -1.36 -0.69
C 3.09488 3.04426 1.52006 0.39 -0.26 0.15
O 2.74058 1.74937 2.01591 0.09 0.38 -0.70
C 2.16860 1.90443 3.28943 -0.25 0.71 0.12
N 5.28347 2.31936 0.62154 0.73 1.17 0.09
H 3.92468 2.23806 -1.73009 0.14 0.08 -0.30
H 2.31638 2.71652 -1.10337 0.49 -0.13 0.08
H 3.07289 1.15903 -0.59199 0.30 1.28 -0.14
H 4.23277 3.98851 0.00661 -0.15 0.34 0.00
H 2.17028 3.59367 1.30254 0.05 0.04 -0.13
H 3.62786 3.56427 2.31339 0.12 0.22 0.17
H 1.49995 2.79190 3.26798 0.04 -0.57 0.21
H 2.96076 2.13972 4.01067 -0.13 -0.27 0.19
H 1.61140 1.00430 3.53377 0.06 -0.03 0.19
H 6.04332 2.74942 0.09352 -0.28 0.41 0.33
H 5.34799 1.39465 0.27026 -0.66 -1.34 -0.08
C -2.04138 -4.13411 -1.43577 0.48 0.27 -1.01
C -0.68601 -4.20487 -2.20276 -1.22 -1.53 -1.19
C -0.49384 -5.68409 -2.62268 1.35 0.21 1.15
O -0.62521 -6.44631 -1.40481 0.21 1.91 -0.36
C -0.01362 -7.67105 -1.44177 0.18 -1.11 -0.68
N -0.69045 -3.43007 -3.45817 -0.80 1.07 1.06
H -1.92294 -4.32193 -0.37685 0.07 -0.04 0.18
H -2.71089 -4.88888 -1.85514 -0.01 0.00 0.13
H -2.53337 -3.17676 -1.59919 0.14 0.25 0.14
H 0.14643 -4.04802 -1.55715 0.68 0.84 0.74
H 0.53979 -5.83949 -3.11162 -1.33 0.11 0.72
H -1.26530 -5.98648 -3.29783 -0.51 -0.20 -0.75
H 1.06105 -7.60923 -1.70454 -0.32 0.00 -0.21
H -0.58046 -8.27169 -2.19755 0.76 -0.32 0.60
H -0.03563 -8.08824 -0.43654 -0.31 -0.23 -0.09
H 0.19489 -3.53502 -3.91399 0.52 -0.06 -0.29
H -0.78673 -2.41391 -3.24420 0.16 -1.04 -0.03
C 0.11718 -1.11266 0.78909 -0.60 -0.90 -2.05
C -0.60092 -0.25957 -0.31420 1.03 0.63 0.78
C -0.41841 1.21697 -0.06075 -0.74 0.26 -0.35
O -0.96877 1.50662 1.22154 -0.22 -0.34 -0.71
C -1.02232 2.86990 1.52279 -0.38 0.51 -0.42
N -0.13037 -0.64632 -1.62480 0.31 -0.38 -0.74
H -0.16606 -2.12673 0.46737 0.34 -0.14 0.34
H -0.18877 -1.01624 1.81034 -0.37 0.53 0.32
H 1.21002 -1.05571 0.73796 -0.10 0.30 -0.13
H -1.66106 -0.38826 -0.30184 -0.90 -0.65 0.26
H -0.95285 1.79515 -0.86398 0.33 -0.27 0.71
H 0.63538 1.42520 -0.11881 0.70 0.46 0.19
H -1.26744 3.53727 0.66171 0.20 -0.61 0.34
H -0.08430 3.14475 1.95101 0.82 0.67 0.16
H -1.77367 3.03214 2.28319 -0.34 -0.08 0.21
H -0.31359 -0.00680 -2.40931 -0.12 -0.05 0.88
H 0.87090 -0.76097 -1.64886 0.46 -0.10 0.12
C 5.73911 -2.13355 0.91458 -0.96 -0.22 0.12
C 4.95455 -1.25709 1.88245 0.54 0.38 -0.59
O 3.94725 -0.60034 1.15058 -0.35 -0.55 -0.77
H 6.06341 -1.59998 0.02303 -0.07 0.22 0.01
H 5.00725 -2.90829 0.61893 0.70 -0.01 -0.15
H 6.61299 -2.56300 1.39522 -0.02 -0.26 0.08
H 5.59672 -0.52176 2.33904 0.42 0.38 0.34
H 4.54984 -1.88408 2.66218 -0.31 -0.26 0.43
H 3.54348 0.14063 1.61385 0.06 0.29 0.36
C -5.11557 3.98726 -2.20806 1.05 0.25 -0.08
C -4.89740 3.29537 -0.84930 0.63 -0.45 -1.36
O -3.85219 2.31693 -1.09083 -0.58 -0.13 0.95
H -4.13952 4.34939 -2.60835 -0.52 -0.05 0.45
H -5.78923 4.84982 -2.14754 -0.01 -0.30 -0.02
H -5.43813 3.26696 -2.97178 -0.31 0.17 0.36
H -5.84460 2.76850 -0.62255 0.48 0.41 0.60
H -4.51559 3.99674 -0.07908 -0.74 -0.30 -0.21
H -3.86636 1.67606 -0.32598 0.00 0.46 -0.43
C 2.34790 -4.13753 1.81190 -0.42 -0.03 -0.75
C 1.39398 -5.05246 1.00623 0.61 -0.07 1.43
O 1.24613 -6.33344 1.67176 0.18 0.54 -0.83
H 3.30988 -4.63033 1.92693 0.10 0.00 0.16
H 1.91064 -3.90813 2.78070 0.03 -0.10 0.29
H 2.50076 -3.16250 1.32266 -0.05 -0.31 -0.05
H 1.84305 -5.30008 0.05191 -0.36 0.19 -0.35
H 0.41608 -4.56145 0.95504 0.08 -0.14 -0.56
H 1.02576 -6.12529 2.57299 -0.15 -0.06 0.65
```
Forces are in eV/Å.


no.,electronic energy (Ha)
1,-2910.39015
2,-2776.90035